13
Properties=species:S:1:pos:R:3:forces:R:3:lowdin_charge:R:1 method="wB97M-V/def2-TZVPD" charge=0 homo_lumo_gap_ev=9.838 homo_ev=-9.4 largest_force_ev_per_a=3.127 total_energy_ev=-81748.8867 relative_energy_kcal_mol=0.8 spin_multiplicity=1 e_lumo_ev=0.41
H -0.561719 1.016580 0.674143 0.6487 -0.8973 0.4244 0.105
O 0.433983 -1.823509 -0.112399 -0.5465 0.9806 1.2983 0.044
Br 1.056338 -0.294607 -2.762339 1.8178 1.0068 -2.3361 0.659
H 0.983140 1.069936 1.621114 0.4185 -0.6851 -1.0751 0.112
C 0.044996 -0.814064 2.220864 0.2334 1.1677 -2.4295 0.014
C 0.281959 0.409317 1.090723 -1.4162 0.7531 1.3969 -0.009
H 0.665633 -0.735291 3.076848 1.2073 -0.0473 0.0379 0.090
F -0.576447 1.866865 -1.549719 -0.2670 -0.3861 -0.5584 -0.072
C -1.073248 0.886840 -2.345051 -1.0216 1.1089 0.6022 -0.312
H -0.915732 -1.005202 2.531276 -2.3143 -0.6871 0.3387 0.065
F -1.316218 1.514992 -3.479141 0.2600 -0.1669 0.2122 -0.004
C 0.355726 -1.004022 0.784484 1.6801 -0.7568 0.2286 -0.410
H 0.621590 -1.087836 -1.750802 -0.7002 -1.3903 1.8598 -0.281